A molecular structure, C33H57FN2O2SiV in a non-equilibrium geometry. Source: the OMol25 dataset; level of theory: ωB97M-V with the def2-TZVPD basis set.

Properties
- 2S+1: 3
- Net charge: +1
- Gap between HOMO and LUMO (alpha / beta): 7.3 / 8.7 eV
- Strongest force on any atom: 0.0820 hartree/bohr
- Electronic energy: -2884.777517 hartree
- HOMO energy (alpha / beta): -9.154 / -10.528 eV

Cartesian coordinates (Å):
1 H -3.657 0.993 -3.298
2 C 2.944 -1.514 -0.092
3 C 0.484 -3.792 -1.939
4 H -3.915 -0.136 3.866
5 H 0.064 5.830 -2.520
6 H -1.056 -2.168 5.163
7 Si -2.341 -0.925 -2.309
8 C -0.833 2.296 4.509
9 F -2.541 -3.089 0.729
10 H 2.319 3.815 -0.106
11 C 1.047 -3.759 -3.221
12 H 0.606 -4.369 -4.009
13 C -3.435 -2.416 -2.612
14 H -1.083 -1.131 -4.531
15 V -1.137 -2.040 0.874
16 H 0.449 3.295 -1.398
17 H 1.989 -0.329 2.211
18 H -1.567 -4.221 -1.298
19 H -0.932 3.254 5.020
20 C -0.055 -2.476 4.806
21 H 2.243 -0.820 3.895
22 H 1.660 -5.398 0.126
23 H 2.488 1.459 -0.716
24 H -2.062 3.397 -0.907
25 C -0.655 -4.722 -1.651
26 C 0.027 -2.522 3.302
27 C 0.290 5.339 -3.460
28 H -3.986 0.825 -1.541
29 N -0.406 -1.441 2.598
30 C -3.073 -0.517 3.271
31 H -0.366 5.737 -4.231
32 H -2.957 -1.582 3.537
33 H 1.037 4.975 0.299
34 C 2.048 -4.726 0.918
35 O -0.184 2.809 -0.254
36 H -3.369 -0.453 2.210
37 H 1.146 1.216 -2.905
38 H -2.439 1.527 -2.093
39 C 2.742 -2.209 -2.487
40 H 3.291 -2.201 0.691
41 C 0.437 1.792 4.224
42 C 1.761 2.123 -2.705
43 H 2.326 -0.745 0.390
44 H 1.334 2.357 4.473
45 H 2.177 4.368 1.553
46 N 0.478 -2.945 0.375
47 H -0.009 -0.985 -3.116
48 H -4.059 -2.596 -1.735
49 H -1.922 3.521 2.129
50 C 0.103 3.848 -3.424
51 C 1.940 0.024 3.253
52 C -1.617 3.056 0.037
53 H 2.704 0.806 3.374
54 C 2.219 -2.228 -1.194
55 C 0.654 2.989 0.947
56 H -2.893 -3.345 -2.816
57 H 3.624 -1.600 -2.694
58 O 0.925 3.294 -2.343
59 H 0.708 -1.797 5.226
60 H -2.961 1.920 4.421
61 C -1.851 0.299 3.569
62 C 1.045 -2.969 -0.943
63 C -1.901 4.025 1.168
64 C 2.834 1.874 -1.678
65 C 2.162 -2.974 -3.503
66 C 0.544 -3.658 2.662
67 H 3.419 2.787 -1.513
68 H -1.998 2.060 0.286
69 H -0.380 -5.476 -0.901
70 C 1.006 -3.730 1.340
71 H 3.521 1.122 -2.108
72 H -1.795 -0.338 0.118
73 C -1.964 1.542 4.197
74 H -0.963 3.568 -3.289
75 H 1.134 2.018 1.140
76 C -1.398 -1.062 -0.659
77 C -0.571 -0.175 3.249
78 H 2.353 -5.339 1.782
79 H -0.879 0.455 -3.744
80 H 2.241 2.414 -3.634
81 C -0.958 -0.627 -3.548
82 H -1.183 4.842 1.230
83 H 2.603 -2.975 -4.499
84 C 0.580 0.561 3.588
85 H -0.923 -5.272 -2.560
86 H -0.343 -0.694 -0.815
87 H -4.119 -2.291 -3.456
88 H 0.144 -3.495 5.174
89 H -2.888 4.466 1.031
90 C -3.203 0.760 -2.313
91 C 1.605 4.110 0.662
92 H 0.034 3.228 1.829
93 H 2.943 -4.212 0.525
94 H 3.836 -1.009 -0.479
95 H 1.326 5.600 -3.680
96 H 0.436 3.390 -4.365
97 H 0.790 -4.495 3.316

Cartesian forces, eV/Å:
0.176 -0.102 0.481
0.152 0.433 0.160
0.218 0.506 -0.075
0.168 -0.098 -0.259
-0.317 -0.084 0.216
0.515 0.010 -0.261
0.833 0.243 0.740
0.081 -0.138 0.175
-1.075 -0.831 0.331
-0.016 0.212 0.060
0.183 0.124 0.081
0.106 0.076 0.200
-0.273 0.040 -0.258
0.054 0.292 0.530
-0.401 -2.162 2.095
-0.407 -0.948 0.314
-0.105 0.041 0.478
0.352 -0.015 0.108
-0.026 -0.208 -0.157
0.097 -0.658 0.220
-0.152 0.226 -0.225
0.232 0.426 0.378
-0.063 0.283 -0.450
0.192 -0.149 0.225
-0.391 -0.267 -0.049
-0.474 1.086 -0.615
0.282 0.112 -0.071
0.162 0.099 -0.265
0.545 -0.022 0.916
-0.528 -0.168 0.137
0.056 0.158 -0.035
0.066 0.406 -0.239
0.228 0.018 0.220
0.251 -0.649 0.440
-0.411 0.892 1.322
0.105 -0.130 0.295
0.055 0.817 0.331
-0.260 -0.356 -0.118
-0.200 -0.242 -0.206
-0.174 0.205 -0.086
-0.285 -0.014 -0.159
-0.097 -0.747 0.011
0.016 -0.276 -0.111
-0.202 -0.047 0.037
-0.077 0.124 -0.008
1.825 -1.290 0.718
-0.204 0.087 -0.243
0.064 -0.008 0.108
0.041 -0.037 0.098
-0.592 0.041 -0.345
0.542 0.028 -0.167
0.238 -0.558 -0.293
-0.198 -0.187 0.027
-0.363 -0.122 -0.293
-0.308 -0.559 0.041
0.158 0.252 0.136
-0.132 -0.241 0.054
0.409 -0.023 -1.017
-0.399 -0.230 -0.157
0.229 -0.057 0.077
0.327 0.102 -0.023
0.531 -0.429 -0.102
-0.217 0.163 0.003
0.386 -0.272 0.186
0.005 0.157 0.239
0.298 -0.096 0.917
-0.072 -0.255 0.019
-0.237 0.232 -0.185
-0.077 0.215 -0.037
-0.651 0.550 -1.904
-0.312 0.289 0.142
-0.299 0.392 -0.725
0.144 0.149 -0.205
0.688 -0.043 0.243
-0.034 0.317 -0.058
0.111 3.317 -2.600
0.187 -0.309 0.424
-0.068 0.214 -0.391
-0.007 -0.268 0.054
-0.097 0.146 -0.122
0.305 -0.502 -0.763
-0.045 0.111 -0.148
-0.174 0.021 0.208
-0.276 -0.047 -0.060
0.069 0.090 0.128
-0.628 0.068 -0.170
0.060 0.199 -0.006
-0.043 0.464 0.089
-0.022 -0.030 -0.135
-0.555 -0.055 -0.035
0.378 0.073 -0.069
0.350 -0.383 -0.627
-0.437 -0.299 0.132
-0.134 -0.121 -0.010
-0.061 -0.069 -0.220
0.017 0.027 0.419
0.086 0.266 -0.201

A molecular structure, C33H58CsO6P2S2. Source: the OMol25 dataset; level of theory: ωB97M-V with the def2-TZVPD basis set.

Properties
- Net charge: -1
- Gap between HOMO and LUMO: 6.9 eV
- Strongest force on any atom: 0.0182 hartree/bohr
- Electronic energy: -3243.053509 hartree
- HOMO energy: -5.012 eV

Cartesian coordinates (Å):
1 C 3.379 1.581 0.704
2 H -6.506 3.975 2.161
3 C -1.539 5.308 0.279
4 H -2.271 2.436 -1.397
5 H -1.077 -5.901 -1.989
6 H -3.238 -5.957 1.366
7 H -3.687 4.178 -1.751
8 C 0.093 3.825 1.574
9 H -3.993 2.356 -3.598
10 H -4.528 -5.085 -0.492
11 H -1.938 -7.131 1.209
12 H -2.015 -3.006 -2.339
13 C 0.406 6.331 1.534
14 C 1.066 4.961 1.285
15 P -1.740 -3.473 -0.029
16 H 0.599 2.863 1.468
17 C -0.839 -4.839 2.207
18 H -6.671 2.662 3.310
19 H -0.473 -5.764 2.661
20 C -2.992 3.590 3.449
21 C 3.937 2.868 -1.262
22 C -5.360 4.257 3.976
23 H -4.036 -4.085 1.972
24 O 2.081 1.598 -2.991
25 C -3.576 3.395 2.031
26 C 4.440 2.225 1.367
27 H -5.230 2.277 1.150
28 C -4.038 -3.102 1.497
29 H -1.567 5.940 2.331
30 H -2.843 0.240 -0.605
31 C -1.330 -5.104 0.779
32 C -2.366 -6.226 0.767
33 H -4.313 -3.983 -1.855
34 C -4.744 1.825 -3.005
35 H -0.461 -5.436 0.196
36 H -3.838 4.380 1.627
37 H 0.340 -2.422 -1.747
38 H -3.385 -2.448 2.077
39 H 4.618 1.941 2.396
40 C -3.585 -3.185 0.037
41 O 4.330 -0.845 2.706
42 H -4.632 1.639 2.662
43 H -6.095 4.422 4.766
44 H -3.234 0.280 -2.886
45 C -1.121 6.269 1.389
46 H 0.812 7.067 0.835
47 H -0.032 -4.106 2.217
48 C -4.862 2.570 2.134
49 O 2.131 -1.713 2.034
50 O 1.875 -0.268 -1.417
51 O 2.640 0.703 1.385
52 H -5.118 5.243 3.566
53 C -3.131 2.362 -0.721
54 C -4.545 -4.038 -0.792
55 H -1.502 -5.125 -3.508
56 H -5.056 -2.709 1.557
57 H -3.723 4.183 5.401
58 H -0.272 3.892 2.605
59 H 0.655 6.689 2.537
60 H 3.731 3.096 -2.300
61 H -4.803 -0.223 -2.288
62 H -5.568 -3.673 -0.661
63 H -4.463 0.740 -0.163
64 H -2.750 -5.433 -2.299
65 H -1.102 5.655 -0.663
66 C -1.713 -5.133 -2.435
67 O 0.585 1.766 -1.065
68 H 0.294 -3.470 -3.166
69 S 1.825 1.184 -1.627
70 C -3.650 0.926 -0.871
71 H 1.381 4.871 0.241
72 H 1.974 4.858 1.882
73 C -1.397 -3.761 -1.838
74 C 0.072 -3.417 -2.097
75 P -2.315 2.562 0.947
76 Cs 0.056 -0.244 0.844
77 H -3.641 -2.165 -0.368
78 H 0.734 -4.126 -1.590
79 C -4.184 3.411 -1.152
80 S 3.393 -1.070 1.619
81 H 5.568 4.249 -1.103
82 H -4.309 2.619 4.879
83 H -5.513 1.494 -3.705
84 H -4.611 3.929 -0.291
85 H -2.621 5.348 0.139
86 H -0.620 3.462 -0.363
87 C -5.951 3.360 2.875
88 H -1.648 -4.459 2.836
89 C -5.317 2.794 -1.977
90 C 3.144 1.910 -0.644
91 C -4.099 0.614 -2.308
92 C -4.085 3.632 4.530
93 C -1.057 3.864 0.555
94 H -2.707 -6.473 -0.237
95 H -6.014 2.260 -1.322
96 C 5.220 3.175 0.734
97 H -2.288 2.783 3.672
98 H -5.893 3.586 -2.462
99 C 4.966 3.508 -0.592
100 H 6.028 3.655 1.275
101 H -2.418 4.517 3.478
102 H -1.523 7.268 1.197

Cartesian forces, eV/Å:
0.370 0.225 0.057
-0.002 -0.008 -0.006
-0.017 -0.010 0.007
0.004 -0.004 0.011
-0.003 -0.004 0.004
0.000 -0.036 -0.020
-0.009 0.007 -0.003
0.006 -0.032 -0.051
0.007 0.003 0.006
-0.006 -0.011 0.007
0.005 -0.004 0.003
-0.003 -0.005 0.004
-0.006 -0.021 -0.001
-0.007 0.009 0.008
-0.097 0.059 -0.070
0.066 0.015 0.080
0.001 -0.011 -0.038
-0.001 0.005 0.007
0.003 0.004 0.006
-0.016 -0.027 0.003
-0.033 0.048 -0.183
0.004 -0.019 0.003
-0.006 0.026 0.005
-0.023 -0.004 0.054
0.061 0.014 -0.059
-0.126 -0.062 -0.053
-0.006 0.009 -0.021
0.037 0.020 -0.020
0.017 0.015 -0.014
-0.053 -0.047 0.112
-0.012 0.001 -0.014
-0.014 0.039 -0.014
0.002 -0.009 -0.019
-0.024 0.005 0.025
0.004 0.008 0.009
0.022 -0.020 -0.019
0.029 0.074 -0.042
-0.013 0.000 0.016
-0.001 -0.009 0.001
-0.017 -0.030 0.002
-0.103 0.005 0.113
-0.014 0.007 -0.002
-0.002 0.000 0.000
-0.003 -0.006 -0.002
0.016 0.016 -0.012
-0.005 0.000 -0.006
0.002 0.004 0.028
0.032 0.005 0.014
0.580 0.104 0.143
0.018 0.422 -0.039
-0.124 -0.191 -0.020
0.001 0.000 -0.002
0.011 0.046 0.013
0.067 -0.019 0.011
0.004 0.000 0.001
0.000 0.007 0.006
-0.002 0.000 0.001
0.020 0.012 0.007
0.006 0.002 -0.001
-0.003 -0.009 0.016
-0.003 0.002 -0.002
0.000 0.007 0.005
-0.020 -0.019 -0.020
-0.020 -0.009 -0.001
0.007 -0.007 -0.001
-0.017 0.010 0.050
0.257 -0.018 -0.215
0.014 0.005 0.006
-0.002 -0.049 -0.020
0.025 -0.023 -0.118
-0.004 0.009 -0.002
0.001 -0.007 0.001
0.015 0.005 0.019
0.022 -0.011 -0.010
-0.033 0.052 -0.006
-0.813 -0.357 0.287
0.019 -0.006 0.021
-0.014 -0.013 0.008
-0.009 -0.004 0.053
-0.052 -0.115 -0.128
0.000 0.001 0.003
-0.001 -0.003 -0.002
0.002 0.000 -0.003
-0.003 -0.006 -0.002
0.003 0.006 -0.006
-0.004 0.000 -0.005
-0.003 -0.002 0.008
0.000 0.005 -0.007
0.013 -0.010 -0.028
0.010 -0.069 -0.006
0.017 -0.003 -0.004
0.005 0.014 -0.006
-0.017 0.056 0.026
0.006 -0.004 -0.004
0.002 -0.004 0.000
-0.070 -0.020 -0.061
-0.001 -0.003 0.008
0.001 0.001 -0.002
0.034 -0.015 0.090
0.003 -0.005 0.005
-0.010 -0.016 0.016
0.002 0.001 0.001

Q: What is the net charge in the second record?
A: -1

Q: What is the formula in the second record?
A: C33H58CsO6P2S2

Q: Number 1 is which compound?
A: C33H57FN2O2SiV